No. 1
Computed, not measured: 10 unconnected molecules or ions with the total composition C24H54O10 at a distorted geometry, with ωB97M-V/def2-TZVPD.

Structure (XYZ):
```
88
Properties=species:S:1:pos:R:3
C -0.789 2.534 -6.013
C -0.159 2.382 -4.647
O -0.406 1.436 -3.940
C 0.740 3.505 -4.175
H -1.170 1.575 -6.354
H -0.004 2.835 -6.709
H -1.582 3.277 -5.944
H 1.487 3.763 -4.924
H 1.291 3.181 -3.290
H 0.097 4.335 -3.881
C 4.390 -2.409 4.042
C 4.311 -3.043 2.671
O 4.653 -4.183 2.477
C 3.837 -2.176 1.507
H 3.419 -2.270 4.509
H 4.903 -1.448 3.955
H 5.060 -3.019 4.649
H 4.636 -1.453 1.341
H 2.880 -1.689 1.682
H 3.835 -2.792 0.610
C -1.548 -3.690 2.146
C -0.553 -4.780 1.857
O -0.877 -5.912 1.608
C 0.901 -4.352 1.963
H -1.248 -2.760 1.655
H -1.592 -3.487 3.219
H -2.559 -3.899 1.796
H 1.467 -4.790 1.140
H 1.325 -4.670 2.916
H 0.987 -3.271 1.873
C 4.844 1.348 1.031
C 3.626 1.518 1.883
O 2.516 1.648 1.424
C 3.788 1.499 3.404
H 4.620 1.327 -0.032
H 5.359 0.457 1.384
H 5.491 2.209 1.231
H 2.863 1.901 3.807
H 4.626 2.149 3.662
H 3.937 0.494 3.787
C -0.726 0.357 -0.540
C 0.534 -0.451 -0.329
O 0.588 -1.402 0.418
C 1.686 -0.044 -1.168
H -0.504 1.418 -0.430
H -1.487 0.056 0.179
H -1.083 0.209 -1.562
H 2.636 -0.401 -0.765
H 1.749 0.996 -1.486
H 1.687 -0.548 -2.146
C -1.853 2.588 2.469
C -3.072 2.807 3.342
O -3.023 2.530 4.515
C -4.347 3.265 2.648
H -1.426 3.533 2.124
H -2.141 1.952 1.631
H -1.050 2.082 3.003
H -4.077 3.488 1.611
H -4.766 4.104 3.190
H -5.015 2.414 2.500
C -4.589 -0.341 0.280
C -6.033 0.110 0.325
O -6.403 1.128 0.847
C -7.036 -0.830 -0.319
H -3.917 0.464 0.567
H -4.372 -0.705 -0.724
H -4.477 -1.184 0.965
H -8.039 -0.432 -0.183
H -7.022 -1.812 0.164
H -6.828 -1.008 -1.374
C -2.874 3.131 -1.254
O -3.210 4.496 -1.419
H -1.968 2.946 -1.839
H -2.711 2.854 -0.211
H -3.640 2.443 -1.609
H -2.457 5.031 -1.161
C 4.005 0.621 -3.925
O 4.832 1.159 -2.911
H 3.800 1.351 -4.707
H 4.435 -0.267 -4.391
H 3.021 0.362 -3.527
H 5.184 0.427 -2.399
C -0.690 -4.029 -1.573
O -0.113 -5.102 -2.304
H -1.680 -4.343 -1.215
H -0.093 -3.706 -0.715
H -0.828 -3.166 -2.223
H -0.009 -5.835 -1.689
```

The spin multiplicity is 1. The frontier orbital gap is 9.616 eV. The calculation puts the energy above the lowest of the compared OMol25 structures with the same formula, charge and spin at 0.00 kJ/mol. As for the SMILES: CC(C)=O.CC(C)=O.CC(C)=O.CC(C)=O.CC(C)=O.CC(C)=O.CC(C)=O.CO.CO.CO.



No. 2
Computed, not measured: a molecular structure, C6Cl5MnOS4, with ωB97M-V/def2-TZVPD.

Structure (XYZ):
```
17
Properties=species:S:1:pos:R:3
Mn 1.068 -1.672 -1.185
S 0.149 -3.619 -2.002
S 1.370 -4.430 -3.368
S 3.229 -3.760 -3.096
S 3.217 -2.280 -1.733
Cl -1.696 2.844 3.475
C -1.172 1.993 2.075
C -0.428 0.828 2.208
Cl -0.007 0.207 3.755
C -0.026 0.164 1.061
Cl 0.937 -1.302 1.173
C -0.319 0.599 -0.231
O 0.091 -0.052 -1.296
C -1.070 1.779 -0.340
Cl -1.446 2.340 -1.917
C -1.488 2.461 0.796
Cl -2.410 3.902 0.625
```

The spin multiplicity is 5. The frontier orbital gap (alpha / beta) is 6.951 / 6.356 eV.



No. 3
Computed, not measured: 2 unconnected molecules or ions with the total composition C5H15N at a distorted geometry, with ωB97M-V/def2-TZVPD.

Structure (XYZ):
```
21
Properties=species:S:1:pos:R:3
C -3.340 -1.641 0.035
C -2.203 -2.106 0.943
C -0.866 -1.475 0.560
H -3.530 -0.598 0.208
H -3.066 -1.770 -1.013
H -4.256 -2.175 0.263
H -2.443 -1.792 1.958
H -2.088 -3.182 0.918
H -0.853 -0.394 0.706
H -0.655 -1.671 -0.487
H -0.046 -1.836 1.182
C 1.301 2.220 0.298
N 2.249 2.197 -0.838
C 2.916 0.898 -0.950
H 1.744 1.749 1.173
H 0.334 1.798 0.019
H 1.149 3.261 0.602
H 1.692 2.416 -1.654
H 2.218 0.068 -1.068
H 3.626 0.936 -1.770
H 3.469 0.762 -0.021
```

The spin multiplicity is 1. The frontier orbital gap is 9.826 eV. The calculation puts the energy above the lowest of the compared OMol25 structures with the same formula, charge and spin at 46.18 kJ/mol. As for the SMILES: CCC.CNC.



No. 4
Computed, not measured: 8 unconnected molecules or ions with the total composition C23H37Cl3O24S3 at a distorted geometry, with ωB97M-V/def2-TZVPD.

Structure (XYZ):
```
90
Properties=species:S:1:pos:R:3
C -9.507 23.422 15.450
Cl -9.361 25.224 15.935
Cl -8.261 22.926 14.327
Cl -11.233 23.068 15.006
H -9.386 22.800 16.337
C -2.880 23.499 10.553
C -2.840 24.898 11.188
C -1.598 25.369 11.842
O -1.165 26.590 11.172
C -2.166 26.896 10.279
O -2.328 27.989 9.670
O -3.026 25.861 10.181
H -1.958 23.507 9.972
H -3.738 23.532 9.883
H -2.871 22.701 11.295
H -3.643 25.018 11.914
H -0.985 24.489 11.645
H -1.790 25.639 12.880
C -4.600 18.679 13.758
C -5.242 18.469 15.138
C -4.383 18.658 16.310
O -5.098 19.595 17.108
C -6.074 20.131 16.468
O -7.016 20.678 16.940
O -6.103 19.588 15.245
H -4.066 19.622 13.642
H -5.207 18.447 12.883
H -3.883 17.872 13.603
H -5.981 17.671 15.214
H -3.384 18.999 16.039
H -4.385 17.698 16.825
C -11.152 26.337 12.148
C -10.676 25.420 11.041
C -9.419 24.537 11.438
O -10.204 23.375 11.818
C -11.496 23.327 11.324
O -12.270 22.330 11.437
O -11.740 24.584 10.882
H -10.269 26.814 12.573
H -11.540 25.983 13.103
H -11.840 27.134 11.866
H -10.500 25.861 10.060
H -8.770 24.956 12.207
H -9.010 24.347 10.446
C -3.957 16.308 10.079
C -4.594 15.822 8.759
C -4.172 14.403 8.232
O -5.376 13.836 8.171
C -6.334 14.507 8.885
O -7.491 14.084 9.112
O -5.906 15.705 9.105
H -4.474 17.080 10.648
H -2.998 16.799 9.910
H -3.874 15.445 10.739
H -4.558 16.567 7.964
H -3.427 13.937 8.877
H -3.696 14.628 7.278
C -9.537 17.899 16.643
C -10.203 19.239 16.697
O -10.583 19.476 15.326
S -9.788 18.550 14.172
O -8.690 19.377 13.610
O -10.847 18.034 13.315
O -9.475 17.390 15.335
H -10.002 17.075 17.183
H -8.507 17.869 17.000
H -9.445 20.017 16.794
H -11.034 19.338 17.395
C -6.682 22.082 10.442
C -7.000 21.019 11.547
O -6.854 19.750 10.942
S -5.596 19.853 9.775
O -5.938 19.098 8.572
O -4.382 19.626 10.473
O -5.613 21.526 9.597
H -6.529 23.101 10.800
H -7.526 21.984 9.759
H -7.932 21.097 12.107
H -6.218 21.096 12.302
C -3.317 21.787 4.347
C -2.357 20.742 3.868
O -2.809 19.548 4.363
S -3.499 19.736 5.889
O -2.480 19.617 6.889
O -4.713 18.893 5.972
O -3.827 21.390 5.545
H -4.155 21.899 3.659
H -2.893 22.790 4.395
H -1.435 21.158 4.273
H -2.264 20.767 2.783
```

The spin multiplicity is 2. The frontier orbital gap (alpha / beta) is 8.007 / 1.741 eV. Its net charge is +1.



No. 5
Computed, not measured: a molecular structure, C16H15CoF10N2O4SeTe2 at a distorted geometry, with ωB97M-V/def2-TZVPD.

Structure (XYZ):
```
51
Properties=species:S:1:pos:R:3
Co 0.982 -1.023 0.690
F 3.037 -2.351 3.998
Te 2.210 -3.037 2.480
F 4.184 -1.855 2.001
F 3.524 -4.290 2.206
F 1.381 -4.101 3.757
F 1.128 -4.125 1.354
O 0.958 -1.689 2.423
C -1.748 5.966 -2.066
C -1.224 4.641 -1.587
C 0.107 4.492 -1.223
C 0.613 3.277 -0.775
C 2.057 3.148 -0.387
C -0.275 2.202 -0.680
C -1.627 2.319 -1.025
C -2.566 1.147 -0.926
C -2.075 3.545 -1.490
C 0.211 0.898 -0.200
O 1.109 0.211 -0.776
O -0.282 0.338 0.860
H -0.936 6.659 -2.280
H -2.389 6.422 -1.309
H -2.344 5.847 -2.972
H 0.777 5.341 -1.294
H 2.567 4.103 -0.504
H 2.571 2.406 -0.994
H 2.162 2.841 0.656
H -2.191 0.288 -1.487
H -3.543 1.406 -1.331
H -2.698 0.831 0.109
H -3.114 3.650 -1.782
F 3.572 -1.689 -1.591
Te 4.011 -1.120 0.173
F 5.301 -2.429 -0.105
F 5.459 -0.152 0.823
F 3.863 0.476 -0.811
F 2.760 -0.049 1.272
O 2.444 -2.285 0.464
Se 0.375 -3.085 -1.625
N -0.191 -2.143 -0.203
C -1.347 -2.628 0.225
C -2.083 -2.202 1.365
C -3.258 -2.829 1.623
C -3.771 -3.883 0.798
C -3.092 -4.319 -0.288
C -1.842 -3.700 -0.599
N -1.071 -4.063 -1.610
H -1.698 -1.420 2.003
H -3.832 -2.532 2.491
H -4.715 -4.337 1.069
H -3.446 -5.118 -0.923
```

The spin multiplicity is 1. The frontier orbital gap is 7.570 eV. The calculation puts the energy above the lowest of the compared OMol25 structures with the same formula, charge and spin at 40.47 kJ/mol.



No. 6
Computed, not measured: CH4ClPS in the gas phase at a distorted geometry, with ωB97M-V/def2-TZVPD.

Structure (XYZ):
```
8
Properties=species:S:1:pos:R:3
C -1.085 -0.893 -0.041
P 1.148 1.300 0.352
S 0.768 -0.760 0.614
Cl -2.129 0.318 0.537
H -1.250 -1.726 0.516
H -1.204 -1.098 -1.097
H 2.640 1.291 0.190
H 1.111 1.568 -1.072
```

The spin multiplicity is 1. The frontier orbital gap is 9.370 eV. The calculation puts the energy above the lowest of the compared OMol25 structures with the same formula, charge and spin at 122.80 kJ/mol. As for the SMILES: PSCCl.



No. 7
Computed, not measured: a molecular structure, C18H24MnN4O8P4S at a distorted geometry, with ωB97M-V/def2-TZVPD.

Structure (XYZ):
```
60
Properties=species:S:1:pos:R:3
Mn -0.977 0.557 -0.045
S 0.050 0.527 4.359
C -1.176 -0.672 4.168
C -1.599 -0.775 2.879
C -0.946 0.101 1.964
C -0.026 0.880 2.642
C 0.792 1.854 1.974
C 1.677 2.751 2.580
C 2.382 3.639 1.797
C 2.208 3.608 0.417
C 1.326 2.687 -0.116
N 0.649 1.819 0.625
H -1.488 -1.243 5.029
H -2.392 -1.447 2.580
H 1.778 2.738 3.658
H 3.065 4.352 2.244
H 2.732 4.295 -0.231
H 1.182 2.625 -1.188
O -3.240 3.886 -1.839
P -1.841 3.463 -1.178
O -1.144 4.639 -0.627
O -2.119 2.267 -0.278
O -0.997 2.948 -2.496
P -0.711 1.451 -3.054
O -2.164 0.947 -3.541
O 0.204 1.521 -4.206
O -0.265 0.597 -1.877
H -3.818 3.097 -1.882
H -2.810 0.949 -2.817
C 4.135 -0.195 -1.499
P 2.674 -0.696 -0.477
C 3.492 -0.675 1.186
C 2.750 -2.529 -0.776
C 1.579 -3.259 -0.086
P -0.064 -2.347 -0.281
C -1.137 -3.607 0.539
C -0.382 -2.794 -2.039
H 4.993 -0.862 -1.371
H 4.416 0.821 -1.220
H 3.824 -0.182 -2.545
H 4.366 -1.331 1.226
H 2.761 -0.984 1.935
H 3.792 0.350 1.409
H 3.713 -2.933 -0.442
H 2.676 -2.658 -1.859
H 1.771 -3.297 0.991
H 1.496 -4.286 -0.461
H -0.966 -4.614 0.148
H -2.170 -3.304 0.371
H -0.942 -3.586 1.612
H -0.104 -3.834 -2.235
H 0.176 -2.121 -2.690
H -1.443 -2.645 -2.236
O -2.296 -0.821 -0.462
N -3.336 -1.107 0.289
C -4.485 -0.438 0.050
C -5.594 -0.703 0.877
N -6.528 -0.926 1.522
C -4.677 0.437 -1.028
N -4.818 1.066 -1.988
```

The spin multiplicity is 6. The frontier orbital gap (alpha / beta) is 4.839 / 6.861 eV. Its net charge is -2. The calculation puts the energy above the lowest of the compared OMol25 structures with the same formula, charge and spin at 107.12 kJ/mol.



No. 8
Computed, not measured: 11 unconnected molecules or ions with the total composition C30H44Cl6O21 at a distorted geometry, with ωB97M-V/def2-TZVPD.

Structure (XYZ):
```
101
Properties=species:S:1:pos:R:3
C 1.285 7.405 -0.882
Cl 1.706 8.369 0.548
Cl -0.151 7.914 -1.612
H 1.999 7.457 -1.754
H 1.337 6.370 -0.602
C 1.382 -3.145 -4.427
Cl 2.060 -1.509 -4.542
Cl 2.324 -4.485 -5.164
H 1.291 -3.387 -3.408
H 0.400 -3.070 -4.928
C 0.574 2.463 3.326
Cl 1.047 4.100 2.843
Cl -1.042 2.072 2.754
H 1.250 1.769 2.913
H 0.698 2.358 4.426
O -3.014 -4.180 1.751
C -2.028 -4.677 2.163
O -1.223 -3.916 2.997
C 0.022 -4.629 3.252
C 0.030 -5.999 2.449
C -1.349 -5.953 1.819
H -0.049 -4.840 4.373
H 0.807 -3.987 2.930
H 0.091 -6.879 3.093
H 0.856 -5.989 1.766
H -1.963 -6.852 2.159
H -1.391 -5.929 0.715
O 0.902 3.594 -0.594
C 1.942 3.000 -0.486
O 2.110 1.646 -0.615
C 3.485 1.289 -0.323
C 4.296 2.580 -0.582
C 3.299 3.678 -0.219
H 3.861 0.405 -0.909
H 3.485 0.972 0.643
H 4.427 2.717 -1.663
H 5.295 2.681 -0.188
H 3.331 4.661 -0.706
H 3.375 3.974 0.874
O 1.356 5.305 -3.718
C 1.474 4.161 -4.038
O 2.273 3.362 -3.286
C 2.444 2.082 -3.864
C 1.296 1.907 -4.902
C 0.817 3.293 -5.153
H 2.291 1.333 -3.059
H 3.381 1.994 -4.416
H 0.443 1.254 -4.539
H 1.706 1.376 -5.767
H -0.290 3.517 -5.331
H 1.434 3.720 -5.991
C -3.567 -1.235 2.841
C -3.326 -1.592 4.313
O -1.935 -1.231 4.543
C -1.301 -1.193 3.396
O -0.081 -1.119 3.355
O -2.209 -1.205 2.375
H -3.926 -0.184 2.747
H -4.111 -2.058 2.362
H -3.392 -2.659 4.620
H -3.987 -1.045 4.958
C -3.986 -2.134 -1.182
C -5.292 -2.787 -0.918
O -6.103 -2.531 -2.077
C -5.373 -1.815 -3.006
O -5.835 -1.411 -4.036
O -4.123 -1.624 -2.520
H -3.144 -2.804 -1.123
H -3.802 -1.301 -0.546
H -5.743 -2.412 -0.015
H -5.143 -3.881 -0.826
C 2.929 -1.214 3.157
C 4.016 -1.294 4.251
O 4.270 0.040 4.462
C 3.848 0.827 3.405
O 3.903 2.014 3.269
O 3.242 0.045 2.514
H 1.923 -1.124 3.562
H 2.893 -1.959 2.441
H 4.935 -1.716 3.840
H 3.758 -1.774 5.133
C -2.024 2.479 -1.911
C -2.879 3.484 -1.156
O -3.552 2.691 -0.161
C -3.085 1.431 -0.178
O -3.603 0.554 0.450
O -2.101 1.246 -1.054
H -0.927 2.770 -1.940
H -2.319 2.263 -2.919
H -3.660 4.075 -1.873
H -2.397 4.369 -0.737
C 0.381 -1.198 0.335
C -0.174 -1.248 -1.070
O 0.290 -2.527 -1.602
C 0.380 -3.320 -0.464
O 0.274 -4.509 -0.438
O 0.701 -2.590 0.645
H -0.330 -0.781 1.067
H 1.359 -0.643 0.344
H 0.199 -0.423 -1.640
H -1.252 -1.099 -1.122
```

The spin multiplicity is 1. The frontier orbital gap is 10.523 eV. As for the SMILES: O=C1CCCO1.O=C1CCCO1.O=C1CCCO1.O=C1OCCO1.O=C1OCCO1.O=C1OCCO1.O=C1OCCO1.O=C1OCCO1.ClCCl.ClCCl.ClCCl.



Calculated M in order - 502.69, 448.54, 89.18, 900.09, 882.38, 114.54, 635.31, 953.38 g/mol
Calculated energy in order - -1699.1641, -5348.6054, -254.2245, -5278.8538, -6348.0637, -1240.1868, -4436.2260, -5510.7526 Ha